Here is a molecular structure, C42H41BrN3O3PSbTi from OMol25. Energies are from ωB97M-V/def2-TZVPD.

Output
- net charge = +1
- frontier orbital gap (eV) = 7.0

The geometry in XYZ format:
```
93
Properties=species:S:1:pos:R:3:forces:R:3
Ti -0.405 -0.219 -0.166 0.2 -0.1 0.1
O 3.109 -5.358 3.293 0.0 0.0 0.0
C 1.814 -4.971 3.694 0.0 0.0 0.0
C 1.352 -3.822 2.847 0.0 0.0 0.0
C 0.176 -3.148 3.156 0.0 0.0 0.0
C -0.230 -2.106 2.353 0.0 0.0 0.0
N 0.457 -1.707 1.276 -0.1 0.0 0.0
C 1.577 -2.369 0.957 0.0 0.0 -0.1
C 2.058 -3.418 1.727 0.0 0.0 0.0
C 2.239 -1.938 -0.297 0.0 0.0 0.1
C 3.458 -2.466 -0.699 0.0 0.0 0.0
C 4.015 -2.066 -1.900 0.0 0.0 0.0
C 5.326 -2.611 -2.387 0.0 0.0 0.0
O 5.831 -3.527 -1.443 0.0 0.0 0.0
C 3.316 -1.134 -2.656 0.0 0.0 0.0
C 2.125 -0.636 -2.177 0.0 0.0 0.0
N 1.581 -1.016 -1.015 0.1 0.0 -0.2
H 3.352 -6.171 3.745 0.0 0.0 0.0
H 1.791 -4.667 4.746 0.0 0.0 0.0
H 1.096 -5.791 3.570 0.0 0.0 0.0
H -0.420 -3.422 4.018 0.0 0.0 0.0
H -1.136 -1.559 2.573 0.0 0.0 0.0
H 2.964 -3.937 1.462 0.0 0.0 0.0
H 3.977 -3.192 -0.094 0.0 0.0 0.0
H 6.013 -1.771 -2.540 0.0 0.0 0.0
H 5.162 -3.086 -3.362 0.0 0.0 0.0
H 6.697 -3.832 -1.727 0.0 0.0 0.0
H 3.693 -0.786 -3.609 0.0 0.0 0.0
H 1.582 0.101 -2.749 0.0 0.0 0.0
C -5.667 -2.486 2.447 0.0 0.0 0.0
C -4.398 -2.948 2.138 0.0 0.0 0.0
C -3.562 -2.200 1.318 0.0 0.0 0.0
C -3.992 -0.980 0.808 0.0 0.0 0.0
C -5.273 -0.523 1.121 0.0 0.0 0.0
C -6.106 -1.272 1.934 0.0 0.0 0.0
P -2.942 0.059 -0.269 0.0 0.1 -0.1
C -3.825 0.074 -1.850 0.0 0.0 0.0
C -4.441 -1.090 -2.305 0.0 0.0 0.0
C -5.059 -1.110 -3.546 0.0 0.0 0.0
C -5.072 0.029 -4.338 0.0 0.0 0.0
C -4.465 1.193 -3.888 0.0 0.0 0.0
C -3.839 1.215 -2.651 0.0 0.0 0.0
C -3.137 1.694 0.477 0.0 0.0 0.0
C -4.147 2.601 0.303 0.0 0.0 0.0
C -4.246 3.712 1.169 0.0 0.0 0.0
C -3.392 3.837 2.228 0.0 0.0 0.0
C -2.357 2.893 2.448 0.0 0.0 0.0
C -1.513 2.945 3.582 0.0 0.0 0.0
C -0.561 1.984 3.755 0.0 0.0 0.0
C -0.353 0.989 2.770 0.0 0.0 0.0
C -1.103 0.902 1.616 0.0 0.0 0.1
C -2.178 1.845 1.516 0.0 0.0 0.0
H -6.318 -3.072 3.083 0.0 0.0 0.0
H -4.057 -3.899 2.524 0.0 0.0 0.0
H -2.588 -2.585 1.050 0.0 0.0 0.0
H -5.623 0.423 0.730 0.0 0.0 0.0
H -7.098 -0.909 2.168 0.0 0.0 0.0
H -4.432 -1.981 -1.691 0.0 0.0 0.0
H -5.534 -2.018 -3.894 0.0 0.0 0.0
H -5.561 0.012 -5.303 0.0 0.0 0.0
H -4.478 2.085 -4.502 0.0 0.0 0.0
H -3.361 2.124 -2.307 0.0 0.0 0.0
H -4.888 2.465 -0.475 0.0 0.0 0.0
H -5.034 4.439 1.018 0.0 0.0 0.0
H -3.506 4.657 2.928 0.0 0.0 0.0
H -1.650 3.734 4.312 0.0 0.0 0.0
H 0.067 1.996 4.638 0.0 0.0 0.0
H 0.464 0.297 2.950 0.0 0.0 0.0
O -0.829 2.374 -5.128 0.0 0.0 0.0
C -0.651 2.130 -3.819 -0.1 0.0 0.0
C -0.348 3.161 -2.906 0.0 0.0 0.0
C -0.202 2.859 -1.576 0.1 0.0 0.0
N -0.327 1.584 -1.177 -0.1 0.0 0.0
C -0.636 0.613 -2.014 -0.1 0.0 0.0
Br -1.177 -2.447 -1.256 0.0 0.0 0.0
C -0.814 0.828 -3.370 0.1 0.0 0.0
H -0.705 3.310 -5.326 0.0 0.0 0.0
H -0.245 4.184 -3.245 0.0 0.0 0.0
H 0.022 3.612 -0.832 0.0 0.0 0.0
H -1.087 0.033 -4.051 0.0 0.0 0.0
C 3.617 0.827 2.348 -0.1 0.0 0.0
Sb 2.221 1.476 0.856 0.0 0.0 0.1
C 1.849 3.426 1.664 0.0 0.0 0.0
C 3.689 2.050 -0.604 -0.1 0.0 0.0
H 4.369 1.598 2.510 0.0 0.0 0.0
H 4.105 -0.092 2.024 0.0 0.0 0.0
H 3.091 0.635 3.283 0.0 0.0 0.0
H 2.603 4.126 1.307 0.0 0.0 0.0
H 1.893 3.369 2.750 0.0 0.0 0.0
H 0.855 3.775 1.387 0.0 0.0 0.0
H 4.392 2.751 -0.157 0.0 0.0 0.0
H 3.205 2.520 -1.460 0.0 0.0 0.0
H 4.229 1.168 -0.950 0.0 0.0 0.0
```
Positions in Å, forces in eV/Å.

Here are the Mulliken charges for atoms 1 to 6, given in e: atom 1 (Ti): -1.6429, atom 2 (O): -0.4987, atom 3 (C): -0.6547, atom 4 (C): -0.0393, atom 5 (C): -1.6743, atom 6 (C): -0.8220